Formula: C19H12BeN3O4S
Source: OMol25
Level of theory: ωB97M-V with the def2-TZVPD basis set

E_LUMO (eV): 2.10
Frontier orbital gap (eV): 5.67
Net charge: -1
ΔE to the lowest compared entry with this formula, charge and spin (kJ/mol): 0.0

Each line ends with the Löwdin charge.
Element x y z (Å)
Be  -0.57  0.10  0.94  0.179
O  -1.93  2.37  3.68  0.081
C  -1.30  1.58  2.98  -0.378
N  -1.64  0.44  2.23  0.112
C  -2.94  -0.03  2.11  -0.385
O  -3.98  0.32  2.67  0.077
C  -3.05  -1.04  1.02  -0.156
C  -4.26  -1.67  0.61  0.013
C  -4.20  -2.56  -0.44  -0.048
C  -2.92  -2.86  -1.02  -0.018
C  -1.81  -2.19  -0.52  -0.098
N  -1.87  -1.25  0.44  0.117
C  0.10  1.85  2.64  -0.180
C  0.67  3.00  3.21  0.010
C  1.90  3.42  2.73  -0.044
C  2.60  2.54  1.86  -0.040
C  1.99  1.38  1.44  -0.066
N  0.72  1.05  1.80  0.114
H  -5.15  -1.32  1.13  0.113
H  -5.09  -2.99  -0.84  0.086
H  -2.80  -3.54  -1.88  0.111
H  -0.84  -2.34  -1.02  0.075
H  0.00  3.55  3.84  0.109
H  2.30  4.39  3.05  0.107
H  3.66  2.76  1.54  0.124
H  2.52  0.67  0.84  0.085
O  -1.11  0.14  -2.57  0.022
C  -0.19  0.18  -1.74  -0.571
O  -0.26  0.59  -0.54  -0.031
C  1.20  -0.35  -2.24  -0.142
C  1.63  0.10  -3.49  -0.086
C  2.89  -0.20  -3.98  -0.138
C  3.78  -0.96  -3.17  -0.119
C  3.35  -1.52  -1.95  -0.169
C  2.06  -1.21  -1.46  -0.707
S  1.64  -1.98  0.03  0.480
H  0.91  0.73  -4.05  0.116
H  3.27  0.23  -4.96  0.098
H  4.81  -1.17  -3.52  0.086
H  3.93  -2.21  -1.37  0.061


Formula: C3H6CdO3
Source: OMol25
Level of theory: ωB97M-V with the def2-TZVPD basis set

E_LUMO (eV): -12.65
Frontier orbital gap (eV): 6.67
Net charge: +2
ΔE to the lowest compared entry with this formula, charge and spin (kJ/mol): 0.0

Each line ends with the Löwdin charge.
Element x y z (Å)
H  1.85  1.71  1.26  0.199
O  0.43  0.26  0.09  0.140
Cd  -0.17  1.48  3.57  1.749
O  -0.78  0.43  1.99  0.001
C  0.22  0.61  1.29  -0.625
O  1.12  1.42  1.84  0.088
C  -0.60  -0.52  -0.61  -0.133
C  -0.03  -0.95  -1.93  -0.031
H  -0.85  -1.37  0.04  0.147
H  -1.48  0.13  -0.72  0.150
H  0.79  -1.66  -1.79  0.102
H  -0.83  -1.45  -2.50  0.113
H  0.32  -0.09  -2.51  0.102


Formula: C4H4N2S2
Source: OMol25
Level of theory: ωB97M-V with the def2-TZVPD basis set

E_LUMO (eV): -0.17
SMILES: N#CC(S)(C#N)CS
Frontier orbital gap (eV): 9.80
Net charge: 0
ΔE to the lowest compared entry with this formula, charge and spin (kJ/mol): 302.0

Each line ends with the Löwdin charge.
Element x y z (Å)
C  -0.85  0.45  0.30  -0.633
C  0.48  -0.14  -0.39  -0.791
C  0.34  -1.62  -0.79  -0.193
C  1.68  0.13  0.26  -0.332
H  -1.81  -1.15  2.13  -0.001
H  -1.82  0.04  -0.19  0.122
H  -0.73  1.55  0.17  0.039
H  0.36  2.20  -1.35  -0.010
N  -0.15  -2.68  -0.84  0.178
N  2.78  0.27  0.71  0.201
S  -0.86  0.09  2.03  0.673
S  0.59  0.86  -2.03  0.746


Formula: C17H27N3O
Source: OMol25
Level of theory: ωB97M-V with the def2-TZVPD basis set

E_LUMO (eV): 0.31
SMILES: CCCCCCCCCC(=O)N/N=C(\C)c1cccnc1
Frontier orbital gap (eV): 8.99
Net charge: 0
ΔE to the lowest compared entry with this formula, charge and spin (kJ/mol): 136.9

Each line ends with the Löwdin charge.
Element x y z (Å)
C  2.41  0.92  5.19  -0.117
C  0.96  0.75  4.74  -0.273
C  0.82  0.48  3.25  -0.233
C  1.20  1.68  2.37  -0.223
C  0.99  1.37  0.89  -0.231
H  1.60  0.50  0.63  0.111
C  1.38  2.54  0.00  -0.214
C  1.31  2.21  -1.49  -0.215
C  -0.12  2.04  -2.00  -0.205
C  -0.13  1.58  -3.47  -0.117
C  -1.54  1.34  -3.93  -0.470
O  -2.18  2.07  -4.66  0.073
N  -2.12  0.19  -3.46  0.061
N  -1.47  -0.65  -2.65  0.081
C  -2.00  -1.69  -2.14  -0.273
C  -1.12  -2.49  -1.28  -0.149
C  0.05  -1.93  -0.76  -0.088
N  0.89  -2.57  0.03  0.071
C  0.62  -3.82  0.35  -0.150
C  -0.50  -4.49  -0.12  -0.059
C  -1.38  -3.82  -0.94  -0.025
H  -2.25  -4.33  -1.33  0.108
H  -0.69  -5.52  0.16  0.101
H  1.33  -4.31  1.00  0.103
H  0.31  -0.91  -1.00  0.092
C  -3.42  -2.14  -2.34  -0.020
H  -3.78  -2.67  -1.46  0.079
H  -3.49  -2.81  -3.20  0.095
H  -4.08  -1.29  -2.52  0.072
H  -3.09  0.02  -3.75  0.150
H  0.31  2.35  -4.10  0.125
H  0.43  0.65  -3.56  0.114
H  -0.64  1.30  -1.40  0.086
H  -0.65  2.99  -1.92  0.126
H  1.87  1.29  -1.67  0.112
H  1.80  3.01  -2.06  0.113
H  2.40  2.84  0.24  0.111
H  0.73  3.40  0.21  0.115
H  -0.05  1.11  0.73  0.107
H  0.60  2.54  2.66  0.119
H  2.25  1.93  2.54  0.107
H  -0.22  0.21  3.03  0.110
H  1.44  -0.37  2.97  0.112
H  0.39  1.65  5.00  0.104
H  0.52  -0.08  5.29  0.101
H  2.46  1.03  6.27  0.066
H  2.86  1.81  4.74  0.062
H  3.00  0.05  4.91  0.073


Formula: C20H21F3NO6P2RhSb
Source: OMol25
Level of theory: ωB97M-V with the def2-TZVPD basis set

E_LUMO (alpha / beta) (eV): -3.18 / -6.10
Multiplicity: 5
Frontier orbital gap (alpha / beta) (eV): 7.84 / 6.09
Net charge: +1

Each line ends with the Löwdin charge.
Element x y z (Å)
Rh  -0.43  -2.64  0.01  0.956
N  2.88  -0.78  3.26  0.224
C  2.13  -1.94  2.55  -0.462
C  2.52  -3.22  3.30  -0.077
P  2.65  -2.08  0.74  0.367
O  2.74  -0.49  0.40  -0.193
O  4.10  -2.51  0.70  -0.265
O  1.58  -2.64  -0.13  -0.470
P  0.25  -1.66  2.80  0.355
O  0.07  -0.21  2.10  -0.325
O  0.10  -1.37  4.28  -0.271
O  -0.58  -2.64  2.04  -0.419
H  3.88  -0.99  3.30  0.172
H  2.37  -0.61  4.14  0.157
H  2.70  -0.01  2.60  0.143
H  3.60  -3.41  3.24  0.094
H  2.01  -4.08  2.86  0.103
H  2.23  -3.17  4.36  0.095
H  2.86  -0.47  -0.57  0.059
H  -0.90  -0.10  2.00  0.021
F  -0.30  6.38  0.62  0.078
C  -0.32  5.03  0.48  -0.238
C  -1.10  4.25  1.34  0.014
C  -1.12  2.86  1.20  -0.111
C  -0.37  2.24  0.19  -0.303
C  0.42  3.03  -0.66  -0.097
C  0.44  4.42  -0.52  0.015
Sb  -0.43  0.09  0.01  1.608
C  -2.49  -0.07  -0.60  -0.380
C  -2.85  -0.52  -1.88  -0.126
C  -4.20  -0.61  -2.24  0.020
C  -5.20  -0.26  -1.32  -0.235
F  -6.51  -0.35  -1.66  0.078
C  -4.84  0.17  -0.04  0.016
C  -3.50  0.27  0.32  -0.119
C  0.54  -0.11  -1.90  -0.333
C  1.61  -1.00  -2.02  -0.176
C  2.27  -1.14  -3.24  0.043
C  1.86  -0.41  -4.35  -0.226
F  2.49  -0.55  -5.54  0.082
C  0.78  0.48  -4.24  0.025
C  0.12  0.63  -3.02  -0.117
H  -1.69  4.72  2.12  0.126
H  -1.72  2.27  1.87  0.088
H  1.02  2.58  -1.43  0.092
H  1.05  5.02  -1.18  0.126
H  -2.10  -0.80  -2.60  0.090
H  -4.48  -0.95  -3.22  0.127
H  -5.61  0.44  0.68  0.126
H  -3.23  0.60  1.32  0.087
H  1.94  -1.57  -1.16  -0.014
H  3.11  -1.83  -3.32  0.134
H  0.46  1.05  -5.10  0.129
H  -0.71  1.32  -2.93  0.113
H  -2.12  -2.64  0.01  -0.008


Formula: C5H11NO
Source: OMol25
Level of theory: ωB97M-V with the def2-TZVPD basis set

E_LUMO (eV): 0.72
Frontier orbital gap (eV): 9.78
Net charge: 0
ΔE to the lowest compared entry with this formula, charge and spin (kJ/mol): 256.0

Each line ends with the Löwdin charge.
Element x y z (Å)
C  -0.79  0.53  0.33  -0.307
C  -1.64  -0.61  0.82  -0.118
C  -1.11  1.05  -1.04  -0.112
N  0.71  -1.37  -0.82  0.136
C  1.57  -0.65  -0.18  -0.529
C  1.16  0.34  0.79  0.001
O  2.83  -0.58  -0.70  0.049
H  3.40  -0.06  -0.12  0.099
H  1.20  -2.06  -1.39  0.064
H  -0.83  1.36  1.04  0.095
H  -2.61  -0.22  1.13  0.080
H  -1.19  -1.10  1.69  0.073
H  -1.82  -1.35  0.04  0.068
H  -2.03  1.64  -0.99  0.082
H  -1.27  0.26  -1.77  0.069
H  -0.31  1.69  -1.42  0.078
H  0.93  -0.08  1.76  0.082
H  1.78  1.23  0.83  0.089


It is found that the max |F| values, taken in the order of the records, are 2.67; 3.44; 7.89; 1.33; 6.40; 3.76 eV Å⁻¹.